[1]
The following is a quantum chemistry calculation of a cluster of 2 separate species, C5H9Cl2O3P in total, from the Open Molecules 2025 dataset.

Computed properties:
LUMO energy = 0.1692 Eh
HOMO level = -2.068 eV
frontier orbital gap = 6.67 eV

```
! wB97M-V def2-TZVPD RIJCOSX def2/J DEFGRID3
* xyz -2 1
C -1.753 -0.778 -0.191
C 2.056 1.384 -0.543
C 0.331 0.073 0.611
C -0.516 0.121 -0.366
C 1.248 1.200 0.708
O 2.678 -1.243 0.426
O 0.652 -2.544 1.207
O 0.908 -1.978 -1.357
P 1.341 -1.832 0.058
Cl -9.444 -0.139 -0.217
Cl 0.305 2.760 1.088
H -1.656 -1.466 0.574
H -2.527 -0.101 -0.038
H -2.025 -1.234 -1.161
H 1.567 1.835 -1.419
H 2.439 0.358 -0.767
H 2.775 2.101 -0.363
H 0.177 -0.504 1.484
H -0.582 0.810 -1.172
H 2.024 1.175 1.437
*
```

***

[2]
The following is a quantum chemistry calculation of a structure of composition C10H22FeOS4, from the Open Molecules 2025 dataset.

Computed properties:
expectation value of S² = 6.01
LUMO energy (alpha / beta) = -0.2232 / -0.2705 Eh
HOMO level (alpha / beta) = -15.774 / -16.389 eV
energy above the lowest of the compared OMol25 structures with the same formula, charge and spin = 0.325 eV
frontier orbital gap (alpha / beta) = 9.70 / 9.03 eV

```
! wB97M-V def2-TZVPD RIJCOSX def2/J DEFGRID3
* xyz 2 5
Fe 0.378 -0.431 0.697
C -0.445 -1.435 -2.122
C -1.346 -2.474 -1.477
S -1.123 -2.599 0.351
C -2.779 -2.155 0.999
C -3.088 -0.670 1.004
S -1.850 0.262 1.998
C -2.058 1.969 1.329
C -0.809 2.807 1.537
S 0.731 2.131 0.819
C 0.564 2.497 -0.984
C 0.628 1.234 -1.827
S -0.867 0.229 -1.481
H -0.597 -1.430 -3.204
H 0.610 -1.624 -1.903
H -1.104 -3.459 -1.878
H -2.397 -2.262 -1.673
H -2.790 -2.558 2.011
H -3.518 -2.696 0.404
H -4.069 -0.512 1.459
H -3.098 -0.259 -0.005
H -2.886 2.432 1.872
H -2.333 1.890 0.275
H -0.585 2.905 2.601
H -0.948 3.805 1.120
H 1.389 3.163 -1.242
H -0.375 3.025 -1.138
H 1.510 0.634 -1.585
H 0.641 1.487 -2.890
C 4.005 0.251 0.282
C 3.614 -1.076 0.900
O 2.332 -1.524 0.381
H 4.953 0.559 0.711
H 3.273 1.028 0.494
H 4.138 0.152 -0.792
H 3.531 -0.996 1.989
H 4.374 -1.816 0.652
H 2.390 -2.484 0.318
*
```

***

Results for strongest force on any atom: 0.0951; 0.0208 (in hartree/bohr, following the order of the records).